(1)
Density functional theory data (ωB97M-V/def2-TZVPD) for C22H22ClN5O4S in the gas phase in a non-equilibrium geometry.

Geometry (Å):
O -1.824 2.934 3.061
C -0.661 2.679 2.851
C 0.413 3.752 2.869
S 0.529 4.318 1.130
C 1.420 2.964 0.485
N 2.577 2.540 0.915
N 2.950 1.513 0.142
C 2.021 1.299 -0.747
C 2.071 0.304 -1.850
N 1.733 -1.030 -1.373
C 2.845 -1.612 -0.631
C 2.454 -2.996 -0.117
O 2.068 -3.845 -1.177
C 0.997 -3.281 -1.889
C 1.370 -1.917 -2.468
N 0.994 2.192 -0.570
C -0.286 2.170 -1.146
C -0.889 3.345 -1.577
C -2.176 3.307 -2.081
C -2.849 2.096 -2.153
Cl -4.455 2.050 -2.777
C -2.246 0.920 -1.729
C -0.963 0.956 -1.221
N -0.180 1.458 2.481
C -0.916 0.316 2.137
C -2.279 0.370 1.871
C -2.988 -0.768 1.499
C -2.294 -1.949 1.412
C -0.925 -2.004 1.679
C -0.208 -0.890 2.030
O -0.485 -3.292 1.527
C -1.628 -4.057 1.203
O -2.741 -3.201 1.076
H 0.081 4.613 3.443
H 1.399 3.417 3.184
H 3.082 0.330 -2.292
H 1.346 0.597 -2.615
H 3.095 -0.951 0.200
H 3.733 -1.708 -1.279
H 3.307 -3.478 0.363
H 1.630 -2.911 0.602
H 0.750 -3.983 -2.688
H 0.128 -3.159 -1.225
H 0.513 -1.496 -2.999
H 2.205 -2.043 -3.179
H -0.356 4.281 -1.517
H -2.656 4.213 -2.413
H -2.783 -0.014 -1.783
H -0.486 0.053 -0.870
H 0.824 1.333 2.475
H -2.798 1.308 1.965
H -4.043 -0.723 1.294
H 0.852 -0.942 2.221
H -1.457 -4.589 0.255
H -1.814 -4.793 2.002

Forces on atoms 1 to 3 (eV/Å):
-0.298 0.099 0.054
0.394 0.140 0.224
-0.144 -0.016 -0.387

Computed properties:
- HOMO level: -8.020 eV
- Energy: -2284.6623 Eh
- SMILES: O=C(CSc1nnc(CN2CCOCC2)n1-c1ccc(Cl)cc1)Nc1ccc2c(c1)OCO2
- Multiplicity: 1

Charges in e, computed with natural (NBO), in the same order as the atoms: atom 1 (O): -0.60, atom 2 (C): 0.66, atom 3 (C): -0.60, atom 4 (S): 0.28, atom 5 (C): 0.15, atom 6 (N): -0.31, atom 7 (N): -0.29, atom 8 (C): 0.34, atom 9 (C): -0.26, atom 10 (N): -0.44, atom 11 (C): -0.27, atom 12 (C): -0.08, atom 13 (O): -0.52, atom 14 (C): -0.07, atom 15 (C): -0.25, atom 16 (N): -0.40, atom 17 (C): 0.19, atom 18 (C): -0.20, atom 19 (C): -0.23, atom 20 (C): -0.04, atom 21 (Cl): 0.02, atom 22 (C): -0.17, atom 23 (C): -0.25, atom 24 (N): -0.64, atom 25 (C): 0.22, atom 26 (C): -0.26, atom 27 (C): -0.24, atom 28 (C): 0.20, atom 29 (C): 0.31, atom 30 (C): -0.34, atom 31 (O): -0.50, atom 32 (C): 0.24, atom 33 (O): -0.48, atom 34 (H): 0.26, atom 35 (H): 0.25, atom 36 (H): 0.21, atom 37 (H): 0.22, atom 38 (H): 0.23, atom 39 (H): 0.17, atom 40 (H): 0.20, atom 41 (H): 0.18, atom 42 (H): 0.20, atom 43 (H): 0.16, atom 44 (H): 0.20, atom 45 (H): 0.17, atom 46 (H): 0.23, atom 47 (H): 0.23, atom 48 (H): 0.23, atom 49 (H): 0.25, atom 50 (H): 0.41, atom 51 (H): 0.26, atom 52 (H): 0.23, atom 53 (H): 0.23, atom 54 (H): 0.16, atom 55 (H): 0.16



(2)
Density functional theory data (ωB97M-V/def2-TZVPD) for C22H22FNO3S in the gas phase in a non-equilibrium geometry.

Geometry (Å):
O -3.167 -1.464 3.557
C -2.211 -1.330 2.840
C -2.206 -0.048 2.190
C -1.169 0.231 1.269
C -1.521 1.358 0.289
C -1.029 0.961 -1.188
N 0.427 0.629 -1.125
S 1.091 0.523 -2.764
O 0.776 1.721 -3.605
O 2.532 0.238 -2.760
C 0.342 -0.952 -3.642
C 0.747 -2.289 -3.470
C 0.178 -3.318 -4.250
C -0.847 -2.969 -5.162
F -1.614 -3.986 -5.475
C -1.150 -1.727 -5.433
C -0.555 -0.715 -4.672
C 0.936 -0.456 -0.161
C 0.168 -0.561 1.178
C 1.101 -0.104 2.345
C 1.169 1.381 2.620
C 0.421 2.037 3.749
C 0.488 3.510 3.840
C 1.389 4.215 2.935
C 2.176 3.566 2.061
C 2.074 2.153 1.909
C -0.221 -2.024 1.313
C -1.028 -2.228 2.662
H -3.074 0.624 2.243
H -0.875 2.110 0.561
H -2.506 1.754 0.255
H -1.505 -0.008 -1.547
H -1.153 1.781 -1.858
H 1.296 -2.515 -2.590
H 0.308 -4.320 -3.979
H -1.887 -1.583 -6.253
H -0.901 0.348 -4.872
H 1.966 -0.365 -0.032
H 0.896 -1.399 -0.609
H 2.149 -0.440 2.077
H 1.075 -0.497 3.339
H -0.110 1.327 4.344
H -0.184 4.203 4.423
H 1.312 5.285 2.994
H 2.813 4.082 1.404
H 2.683 1.631 1.182
H 0.811 -2.610 1.334
H -0.731 -2.409 0.409
H -0.341 -2.115 3.547
H -1.343 -3.237 2.577

Forces on atoms 1 to 3 (eV/Å):
-0.969 -2.261 1.345
0.039 2.187 0.510
3.747 0.885 -3.742

Computed properties:
- HOMO level: -9.174 eV
- Relative energy (zero: lowest compared OMol25 entry of this formula, charge and spin): 54.34 kcal/mol
- Energy: -1629.8926 Eh
- SMILES: O=C1C=C2CCN(S(=O)(=O)c3ccc(F)cc3)C[C@]2(Cc2ccccc2)CC1
- Multiplicity: 1

Charges in e, computed with natural (NBO), in the same order as the atoms: atom 1 (O): -0.54, atom 2 (C): 0.52, atom 3 (C): -0.32, atom 4 (C): 0.17, atom 5 (C): -0.46, atom 6 (C): -0.22, atom 7 (N): -0.63, atom 8 (S): 2.20, atom 9 (O): -0.91, atom 10 (O): -0.92, atom 11 (C): -0.32, atom 12 (C): -0.17, atom 13 (C): -0.26, atom 14 (C): 0.41, atom 15 (F): -0.31, atom 16 (C): -0.30, atom 17 (C): -0.16, atom 18 (C): -0.20, atom 19 (C): -0.13, atom 20 (C): -0.43, atom 21 (C): -0.03, atom 22 (C): -0.21, atom 23 (C): -0.21, atom 24 (C): -0.21, atom 25 (C): -0.22, atom 26 (C): -0.20, atom 27 (C): -0.35, atom 28 (C): -0.52, atom 29 (H): 0.23, atom 30 (H): 0.23, atom 31 (H): 0.23, atom 32 (H): 0.18, atom 33 (H): 0.24, atom 34 (H): 0.22, atom 35 (H): 0.23, atom 36 (H): 0.24, atom 37 (H): 0.25, atom 38 (H): 0.23, atom 39 (H): 0.19, atom 40 (H): 0.22, atom 41 (H): 0.23, atom 42 (H): 0.22, atom 43 (H): 0.23, atom 44 (H): 0.21, atom 45 (H): 0.22, atom 46 (H): 0.21, atom 47 (H): 0.21, atom 48 (H): 0.22, atom 49 (H): 0.24, atom 50 (H): 0.24